Entry 1:
A 2-piece molecular cluster, C22H41N4O7 overall at a distorted geometry, computed with the ωB97M-V functional and the def2-TZVPD basis.

Element x y z (Å)
O 5.68409 2.83467 0.68132
O -4.16933 1.02699 -2.35850
O -5.62138 0.40239 1.99771
O 3.20734 1.38770 -2.42815
O -4.51109 -2.69560 3.22380
O 8.85993 4.33490 0.02315
O -4.84827 2.87614 -1.27172
N -1.14762 -1.44494 0.12800
N -4.77862 -0.75317 0.06898
N -3.14410 -2.95857 0.32926
N -3.37248 -0.57972 0.01416
C -3.01305 -3.61790 1.62616
C -3.39818 -2.68439 2.75279
C 1.53743 -0.87500 2.83563
C 0.16389 -1.59657 -2.02016
C 3.31936 -0.10045 4.44728
C -0.49807 -1.28342 1.44104
C -5.22927 -0.23720 1.11093
C 1.66069 -1.34580 -1.95621
C -2.91141 0.75271 -0.23199
C 3.49328 0.09175 -2.93455
C -2.88565 1.10650 -1.71681
C 0.95647 -0.82950 1.40876
C 4.06243 1.75191 -1.34356
C -5.08703 1.91551 -1.96434
C -7.37411 1.04041 -1.39490
C 6.74454 3.42503 1.06742
C -0.43490 -2.33565 -0.80618
C -2.53612 -1.70292 0.18659
C -6.46533 1.60926 -2.48674
C 2.75889 0.01876 3.01657
C 7.79717 3.76295 -0.37128
C 2.16580 -0.59818 -3.20662
H 4.10406 -0.85330 4.50631
H 1.55596 -1.50559 0.80248
H 3.83232 1.11838 -0.48010
H 4.04946 0.21191 -3.87256
H 1.81698 -1.91357 3.04192
H 0.34783 -2.89618 -0.28758
H 2.20740 -2.29197 -1.91655
H 5.11565 1.61363 -1.59096
H -7.35063 1.64020 -0.48622
H 3.52625 -0.35374 2.33600
H 2.22465 -1.29828 -4.04360
H -2.00349 -4.02589 1.79342
H 2.51195 1.05225 2.78155
H -7.13793 0.00270 -1.16649
H 3.87494 2.78167 -1.06637
H -1.88796 0.88907 0.12114
H -2.65647 -1.98089 3.16512
H -2.26011 0.38660 -2.23866
H 0.75162 -0.61768 3.55411
H -1.13760 -3.07272 -1.20306
H 3.68849 0.85000 4.82909
H -2.45635 2.09920 -1.86991
H -0.01386 -2.21975 -2.90551
H -1.05848 -0.50259 1.96425
H 1.93546 -0.72838 -1.10130
H 7.44576 2.86224 1.71545
H -6.40879 0.89729 -3.30837
H -6.88829 2.55139 -2.83187
H 7.87390 2.74033 -0.79618
H 1.03837 0.19068 1.02882
H -8.40200 1.05145 -1.76290
H 2.52680 -0.42370 5.12763
H -3.53254 1.48062 0.29618
H 4.10029 -0.46612 -2.21594
H 6.64571 4.44087 1.49932
H -0.37093 -0.66321 -2.19051
H 1.44744 0.18600 -3.45151
H -3.69979 -4.46815 1.67972
H 7.08461 4.34205 -0.99418
H -0.56070 -2.18398 2.07071
H -2.86530 -3.62144 -0.40066

## Properties
**Max |F|**: 2.89 eV/Å
**Charge**: -1
**Spin multiplicity**: 1

Here are the Löwdin charges for atoms 1 to 6, given in e:
1 O -0.128
2 O 0.011
3 O 0.189
4 O -0.199
5 O 0.037
6 O -0.125

Entry 2:
CH3O2S as an isolated structure at a distorted geometry, computed with the ωB97M-V functional and the def2-TZVPD basis.

Element x y z (Å)
S 1.78517 1.31502 0.25461
O -1.86232 -1.56358 -0.33292
O -0.50817 -0.26503 0.86664
C -1.20216 -0.54479 -0.17632
H 0.44170 0.37124 0.84491
H 2.54874 0.47570 -0.46593
H -1.20295 0.21144 -0.99099

## Properties
**Max |F|**: 1.53 eV/Å
**Charge**: -1
**Spin multiplicity**: 1
**Energy relative to the best compared isomer or geometry (same formula, charge and spin)**: 7.4 kcal/mol

Here are the Löwdin charges for atoms 1 to 6, given in e:
1 S 0.055
2 O -0.043
3 O -0.102
4 C -0.535
5 H -0.132
6 H -0.359

Entry 3:
C15H26N2O4S2 as an isolated structure at a distorted geometry, computed with the ωB97M-V functional and the def2-TZVPD basis.

Element x y z (Å)
S 5.75533 3.24592 -0.11928
S 8.14687 2.13512 -0.82211
O 5.42766 1.81242 0.05501
O 7.81934 0.91115 -1.55564
O 8.38992 1.93612 0.60825
O 5.94435 3.85720 1.20813
N -3.01204 -2.18023 1.17704
N 7.04705 3.37050 -1.15792
C 3.12277 2.97884 -0.77923
C 1.52696 1.71676 0.65599
C -2.63707 -0.49575 -0.45577
C -5.16670 -2.82635 -1.43691
C -2.80319 -0.86580 1.95142
C -2.56260 0.20693 0.88705
C -2.25956 -1.91749 -0.11674
C 4.25344 4.06667 -0.83923
C -2.39059 -3.32576 1.92404
C -4.91096 -3.42648 -0.05320
C -4.51063 -2.40788 1.01255
C 1.71740 1.22390 -1.86454
C 1.16285 0.99006 -0.54910
C 2.54646 2.74476 0.54353
C 2.74393 2.26088 -1.97790
H -2.50103 -2.67401 -0.85848
H -5.85789 -3.86786 0.26954
H 1.08963 1.54293 1.66366
H 1.42079 0.65783 -2.77493
H -1.97182 -0.05261 -1.19738
H -3.65264 -0.43748 -0.85415
H 9.33834 2.62358 -1.34140
H -5.60246 -3.57985 -2.09430
H -1.57508 0.65081 1.03151
H -2.87025 -3.40253 2.89884
H 3.27634 2.52195 -2.91710
H -3.28831 1.01808 0.95766
H -1.32740 -3.12530 2.04811
H -4.97789 -1.44059 0.82138
H -4.85676 -2.74761 1.99109
H -3.67453 -0.67703 2.57715
H 3.94248 4.95923 -0.23382
H 0.40424 0.17946 -0.44651
H -4.25849 -2.47170 -1.92349
H -1.19231 -1.98471 0.10884
H 2.89462 3.32405 1.42889
H -5.86455 -1.98843 -1.37781
H -4.19751 -4.25075 -0.12343
H -1.92420 -0.98416 2.58552
H -2.53174 -4.23825 1.34828
H 4.40741 4.43349 -1.88309

## Properties
**Max |F|**: 3.71 eV/Å
**Charge**: 0
**Spin multiplicity**: 1
**Energy relative to the best compared isomer or geometry (same formula, charge and spin)**: 159.2 kcal/mol

Here are the Löwdin charges for atoms 1 to 6, given in e:
1 S 0.536
2 S 0.548
3 O -0.384
4 O -0.417
5 O -0.412
6 O -0.384

Entry 4:
C12H32O12S4Sn as an isolated structure at a distorted geometry, computed with the ωB97M-V functional and the def2-TZVPD basis.

Element x y z (Å)
Sn 1.71869 -1.49905 -1.11677
S -1.46155 -4.25066 -0.42861
S 1.14730 1.09563 -4.50161
S -0.20531 1.55985 0.38863
S 2.54427 0.16641 2.68371
O 2.31732 -0.53964 1.42083
O -2.51103 -4.43944 -1.37671
O 1.99110 1.42361 -5.63116
O 2.76423 1.59124 2.64944
O -0.27800 0.63770 -5.08417
O 3.82515 -0.54182 3.34465
O -0.41623 0.67888 1.51585
O -2.17143 -4.23061 1.01597
O -0.52951 -3.12786 -0.50271
O 1.52682 0.08018 -3.52811
O 0.67486 1.10866 -0.67567
O -1.61102 1.92528 -0.23994
C 0.70126 2.68809 -3.64701
C -0.43150 -5.77745 -0.34872
C -2.15370 0.78215 -6.62949
C -1.88279 -2.14296 2.24567
C -3.81474 2.92486 0.11752
C 4.38944 0.11794 4.49429
C 5.76779 -0.38690 4.75299
C -2.73159 2.03898 0.70064
C 1.25404 -0.23267 3.92116
C 0.32695 3.19314 1.01177
C -0.95586 1.48088 -6.02807
C -2.84995 -3.02752 1.44564
H -4.72748 2.81746 0.70152
H 6.42198 -0.11712 3.92150
H 5.82486 -1.47414 4.80602
H -0.50587 3.87292 0.84912
H -1.39312 2.37044 -5.56342
H -1.83425 -2.59926 3.23084
H 0.33521 3.27429 -4.48082
H -2.66876 1.38596 -7.37192
H 1.59363 3.00254 -3.11208
H -2.34471 2.45849 1.62903
H -3.62172 -3.44651 2.09013
H 0.59848 3.10537 2.05779
H 1.13828 3.49059 0.35056
H 3.77780 0.12750 5.40477
H 6.14395 0.09197 5.65498
H -0.29782 1.84329 -6.81700
H -3.38548 -2.52922 0.63605
H -3.55501 3.98361 0.16147
H 0.45438 -0.84666 3.50359
H 1.60203 -0.92991 4.68443
H 0.09250 -5.79148 -1.30162
H -2.21986 -1.10779 2.26155
H -3.09525 1.02839 0.87290
H -4.01419 2.71481 -0.93239
H -0.01810 2.39878 -2.88320
H 4.42540 1.20378 4.36073
H -1.07352 -6.64945 -0.24513
H 0.23792 -5.77219 0.50860
H -1.84517 -0.15852 -7.09588
H -2.87910 0.40516 -5.90575
H 0.82826 0.66868 4.35022
H -0.94029 -2.11871 1.70343

## Properties
**Max |F|**: 2.91 eV/Å
**Charge**: +2
**Spin multiplicity**: 1
**Energy relative to the best compared isomer or geometry (same formula, charge and spin)**: 27.1 kcal/mol

Here are the Löwdin charges for atoms 1 to 6, given in e:
1 Sn 1.874
2 S 0.643
3 S 0.654
4 S 0.614
5 S 0.658
6 O -0.469

Entry 5:
C2H5NOS as an isolated structure at a distorted geometry, computed with the ωB97M-V functional and the def2-TZVPD basis.

Element x y z (Å)
S 1.86582 0.27826 -0.09298
O -1.74519 0.90386 -0.80084
N -0.56011 0.37278 -0.06431
C 0.45153 1.25460 -0.31013
C 0.70010 -1.19962 0.40406
H -2.48571 0.69021 0.16813
H 1.06322 -0.92910 1.98402
H 1.51235 -2.45435 -0.29050
H -0.89665 -0.97621 0.06941
H 0.09463 2.05956 -1.06685

## Properties
**Max |F|**: 7.63 eV/Å
**Charge**: 0
**Spin multiplicity**: 1
**Energy relative to the best compared isomer or geometry (same formula, charge and spin)**: 314.7 kcal/mol

Here are the Löwdin charges for atoms 1 to 6, given in e:
1 S 0.690
2 O -0.208
3 N -0.359
4 C -0.478
5 C -0.495
6 H 0.248

Entry 6:
C3H8N2O in the gas phase at a distorted geometry, computed with the ωB97M-V functional and the def2-TZVPD basis.

Element x y z (Å)
O -1.96208 -0.30467 0.40572
N -1.08591 -0.47608 -0.74676
N 0.98699 -1.73644 -0.99032
C 0.78223 -0.12809 0.76280
C 0.61809 1.33798 0.34656
C 0.22369 -0.96140 -0.37692
H -1.98322 0.75296 0.37884
H -1.76450 -1.00492 -1.45688
H 0.91697 2.06946 1.16988
H 0.56488 -2.14241 -1.87699
H 1.80474 -0.42685 1.07078
H -0.46448 1.65082 0.13229
H 1.21572 1.56772 -0.51652
H 0.14688 -0.19810 1.69752

## Properties
**Max |F|**: 4.01 eV/Å
**Charge**: 0
**Spin multiplicity**: 1
**Energy relative to the best compared isomer or geometry (same formula, charge and spin)**: 83.1 kcal/mol

Here are the Löwdin charges for atoms 1 to 6, given in e:
1 O -0.125
2 N -0.066
3 N 0.129
4 C -0.196
5 C -0.123
6 C -0.472

Entry 7:
C39H52BrN5O11P2STi as an isolated structure, computed with the ωB97M-V functional and the def2-TZVPD basis.

Element x y z (Å)
Br -4.63073 0.55636 0.66046
Ti -1.29972 -0.37932 0.37577
S 1.59831 0.53854 1.59401
P 0.56858 -0.05547 -2.23583
P -0.89675 2.46690 -1.14099
O -0.12099 -0.80994 -3.41088
O -2.24932 2.97052 -1.70222
O 2.07677 -0.15269 -2.54677
O -4.28977 3.43669 4.91024
O -2.39524 -0.13376 -1.48205
O -1.19168 1.53210 0.00793
O -0.00553 3.65618 -0.69505
O 1.75674 1.35630 2.76637
O 0.18041 -0.64175 -0.88828
O 1.56652 1.23639 0.33160
O -1.38982 -4.07747 0.27687
N 0.21943 -0.35720 1.72970
N -2.03216 -2.07972 -0.62874
N -2.61980 -4.09874 -1.64235
N -1.99014 -1.67422 1.96176
N -2.39356 0.98514 2.18674
C 0.28191 -2.09046 -4.04058
C 2.68075 -1.90081 0.96616
C -3.68480 1.28655 2.12343
C -0.87358 4.84038 1.26905
C -2.58502 4.10408 -2.59347
C 2.89203 -0.65027 1.53509
C 0.82637 -3.07752 -3.02906
C -1.70198 1.54975 3.18881
C -2.55843 -1.38638 -1.65107
C 3.54641 1.74057 -2.10436
C 5.03203 -2.40120 1.25842
C -3.54633 -3.10441 3.07563
C 0.26919 4.01649 0.72625
C -3.19540 -2.05128 -2.72500
C -4.36182 2.09631 3.00536
C -1.13288 -1.81837 3.01002
C 3.75249 -2.76688 0.83786
C -2.69020 -3.27237 4.12874
C 0.97160 -1.22001 3.97008
C 3.34072 0.26108 -1.88928
C -0.49721 -2.72958 5.16862
C -1.44016 -2.62321 4.12085
C 5.21124 -1.14383 1.83267
C 4.14981 -0.26516 1.97909
C 4.41254 -0.60066 -2.51041
C 0.08313 -1.10905 2.92651
C -3.63169 2.65478 4.05196
C -2.60006 -5.56358 -1.62103
C -1.61351 4.21846 -3.74692
C -2.26780 2.37665 4.13306
C -1.96677 -3.45063 -0.58225
C 6.19133 -3.33958 1.08571
C -3.19791 -3.40736 -2.65289
C -0.00911 1.63725 -2.47457
C 1.22853 -1.80172 -5.18227
C 0.67472 -2.03887 5.08136
C -3.15042 -2.30329 2.00114
C 1.59957 4.72264 0.71910
C -2.69194 5.37116 -1.77988
H -1.57267 -5.91990 -1.64156
H -0.64243 1.33917 3.23024
H -0.67048 -2.44924 -4.42915
H 6.96520 -3.15480 1.82851
H 0.85028 2.24717 -2.75600
H 6.19406 -0.85258 2.18156
H 2.37554 4.06940 0.32288
H -5.41692 2.29859 2.89803
H -3.13964 -5.93166 -2.48875
H 4.49874 -0.40664 -3.58022
H 3.55276 1.97955 -3.16925
H 4.51410 2.02558 -1.69017
H -1.70837 5.71130 -1.45860
H 4.29134 0.70492 2.43817
H -3.13729 6.15125 -2.39752
H -0.95705 5.79622 0.75306
H 1.39712 -2.71960 -5.74624
H -0.72122 -3.35196 6.02453
H -3.70917 3.77152 5.60504
H 1.55159 5.63438 0.12279
H -4.51395 -3.58356 3.04739
H 1.79857 -2.76317 -2.64912
H -0.60372 4.44205 -3.39404
H 5.87459 -4.37836 1.16572
H -1.82275 4.30587 1.19074
H -1.65135 2.79547 4.91787
H -3.32807 5.22279 -0.90844
H -0.67874 1.58575 -3.33238
H 3.22603 0.03349 -0.83613
H 2.18837 -1.44273 -4.81376
H -1.92612 5.04662 -4.38251
H -3.66327 -4.01371 -3.41909
H 3.59313 -3.75143 0.41459
H 2.78543 2.32765 -1.59058
H 1.40366 -2.10554 5.87739
H -0.68596 5.04244 2.32452
H 1.69230 -2.19466 0.63650
H 1.90422 -0.67931 3.97324
H -3.80632 -2.17503 1.15228
H -3.07184 -5.92558 -0.71086
H 4.20324 -1.65856 -2.35247
H 0.80414 -1.06149 -5.85902
H 5.36984 -0.37041 -2.04194
H 6.64256 -3.20744 0.09985
H -2.95927 -3.89789 4.97073
H 0.14754 -3.20888 -2.18768
H 0.34655 3.07450 1.26190
H -3.56644 3.80872 -2.95943
H 1.86839 4.99121 1.74086
H -3.64985 -1.51362 -3.54085
H -1.60152 3.32072 -4.36398
H 0.95620 -4.04312 -3.51890

## Properties
**Max |F|**: 0.49 eV/Å
**Charge**: +2
**Spin multiplicity**: 1
**Energy relative to the best compared isomer or geometry (same formula, charge and spin)**: 3.5 kcal/mol

Here are the Löwdin charges for atoms 1 to 6, given in e:
1 Br 0.936
2 Ti 1.204
3 S 0.648
4 P 0.559
5 P 0.535
6 O -0.159

no.,LUMO level (eV),HOMO-LUMO gap (eV)
1,0.25,1.29
2,4.14,8.08
3,-1.09,5.43
4,-8.75,7.20
5,-0.36,7.64
6,0.85,10.34
7,-6.00,7.00